ORCA calculation (ωB97M-V/def2-TZVPD) on a structure of composition C11H13N4O5Tc.

Properties
Energy relative to the best compared isomer or geometry (same formula, charge and spin), kcal per mole: 59.9
Max |F|, hartree/bohr: 0.16636
⟨S²⟩: 3.78
Charge: +3
HOMO energy (spin up / spin down), eV: -20.21 / -20.61
Spin multiplicity: 4

The geometry in XYZ format:
```
34
Properties=species:S:1:pos:R:3:forces:R:3:mulliken_spin:R:1
Tc 0.108 -0.589 -2.378 0.028 -2.631 1.135 1.7929
O 1.617 -3.158 -1.515 -2.379 3.935 -1.530 0.1085
O -0.220 -2.933 -4.883 -0.170 0.980 1.931 0.0095
O 1.936 1.483 -3.780 -2.802 -3.623 1.873 0.1333
O 1.041 5.227 -1.211 -0.105 -1.465 0.432 -0.0003
O -2.982 -0.385 -2.565 6.141 -0.416 0.517 0.1342
N 1.217 -0.041 1.955 -4.209 -0.218 -1.264 0.5908
N -0.786 1.269 1.524 1.077 -1.121 -0.500 0.1200
N -0.994 -1.126 2.021 1.748 2.206 -1.985 0.2322
N -0.055 -0.342 -0.171 0.487 1.369 1.154 -0.0642
C 0.943 4.140 -0.929 0.144 1.343 -0.529 0.0094
C -0.870 -1.406 0.576 -0.891 -0.519 0.807 -0.0350
C -1.600 0.213 2.194 -1.050 -0.660 0.480 -0.0024
C 1.300 -0.303 0.527 1.722 -0.118 -0.903 0.0198
C 1.259 0.646 -3.318 3.746 4.613 -3.144 -0.1829
C -0.214 -2.236 -3.995 0.407 0.697 -2.191 -0.0119
C 0.376 -1.083 2.597 0.853 -2.059 1.473 -0.0041
C 1.072 -2.188 -1.880 3.715 -5.112 1.925 -0.0391
C -0.734 0.934 0.157 -0.015 -0.246 0.901 0.1714
C -1.799 -0.447 -2.490 -8.446 0.863 -1.050 -0.0694
C 0.550 1.256 2.167 0.904 0.926 1.012 0.0051
H 0.559 1.782 -1.065 0.073 -0.147 -1.014 0.1857
H 0.834 -2.070 2.416 -0.059 0.399 0.333 0.0018
H 1.190 2.032 1.754 -0.100 0.277 0.064 0.0037
H -0.366 -2.365 0.472 -0.083 -0.010 -0.278 0.0014
H -2.596 0.180 1.731 0.085 0.168 0.327 0.0164
H -1.722 0.994 -0.312 0.347 0.391 -0.247 -0.0079
H 1.927 0.496 0.063 -0.425 -0.572 0.197 0.0278
H 0.296 -0.875 3.662 0.152 -0.097 0.009 -0.0015
H -1.671 0.398 3.274 -0.106 0.318 -0.397 -0.0002
H 0.068 1.824 -0.386 -1.062 0.054 0.866 -0.1352
H 0.413 1.380 3.248 0.089 0.303 -0.327 -0.0014
H 1.788 -1.277 0.384 -0.104 0.332 -0.016 -0.0288
H -1.884 -1.429 0.156 0.291 -0.161 -0.059 0.0203
```
Positions in Å, forces in eV/Å.